{"formula": "C5H5Cl3SSi", "method": "ωB97M-V with the def2-TZVPD basis set", "spin_multiplicity": 3, "homo_lumo_gap_ev": [8.146, 6.972], "charge": 0, "e_lumo_ev": [0.6220, -2.2655], "elements": ["C", "C", "C", "C", "C", "Si", "S", "Cl", "Cl", "Cl", "H", "H", "H", "H", "H"], "positions_angstrom": [[-2.65722, 1.04759, -1.32899], [-1.76958, 0.15912, -0.65731], [-2.00735, 2.00543, -2.03514], [-0.48311, 0.47612, -0.89917], [1.47229, -1.57104, 1.93585], [2.51954, -0.59104, 0.67654], [-0.28796, 1.84701, -1.90302], [2.56453, -2.36992, 3.12748], [3.47865, 0.97975, 1.45293], [3.71631, -1.78972, -0.38221], [-3.72855, 0.95908, -1.28215], [-2.09174, -0.66069, -0.03993], [-2.41743, 2.80351, -2.62306], [0.79514, -0.93545, 2.49743], [0.89647, -2.35976, 1.46074]], "mulliken_charge": [-0.3803, -0.4951, -0.4292, 0.2702, -0.4992, 0.5272, -0.0990, -0.1807, -0.2127, -0.2220, 0.3549, 0.3586, 0.3766, 0.3215, 0.3091]}

{"formula": "C5H5ClF2N", "method": "ωB97M-V with the def2-TZVPD basis set", "homo_lumo_gap_ev": 7.824, "charge": 1, "e_lumo_ev": -5.1111, "elements": ["C", "C", "C", "C", "C", "N", "F", "F", "Cl", "H", "H", "H", "H", "H"], "positions_angstrom": [[1.35245, -1.32079, 0.94111], [-1.80455, -0.27968, -1.95469], [0.79046, -0.04329, 0.49066], [0.56531, -0.00395, -1.05320], [-0.31727, 0.56222, 1.27776], [-0.80234, -0.14180, -1.40281], [1.62955, -1.14836, 2.19957], [1.29958, -0.92350, -1.73139], [-3.17589, -0.17291, -2.58156], [1.56422, 0.63949, 0.64060], [0.79398, 0.83944, -1.58971], [-0.52344, 1.53398, 0.97520], [0.01167, 0.40882, 2.42563], [-1.38372, 0.05031, 1.36282]], "mulliken_charge": [-0.3705, 0.4952, 0.8339, 0.0912, -1.5620, 0.1298, -0.0850, -0.2321, 0.0022, 0.2245, 0.3645, 0.4238, 0.3590, 0.3254]}

{"formula": "C5H5ClN4S", "method": "ωB97M-V with the def2-TZVPD basis set", "smiles": "CC(=N/C(Cl)=C\\C#N)/N=[NH+]/[S-]", "homo_lumo_gap_ev": [7.015, 7.025], "charge": 0, "e_lumo_ev": [-2.4207, -2.4140], "elements": ["C", "C", "N", "C", "Cl", "C", "C", "N", "N", "N", "S", "H", "H", "H", "H", "H"], "positions_angstrom": [[1.11586, 1.35737, -0.26878], [0.34535, 0.23643, 0.27212], [-0.33815, -0.44120, -0.55613], [-0.99981, -1.57342, -0.44542], [0.06011, -3.06649, -0.35573], [-2.30401, -1.79674, -0.40195], [-3.23384, -0.72195, -0.33456], [-3.95137, 0.16729, -0.37686], [0.62433, -0.08663, 1.54038], [0.03159, -1.04166, 2.22497], [0.30153, -1.54978, 3.72821], [1.53637, 2.09025, 0.42445], [0.44375, 1.85698, -0.95290], [1.86082, 0.98140, -0.80590], [-2.61145, -2.81034, -0.51210], [-0.80303, -1.50229, 1.75915]], "mulliken_charge": [-1.1626, 0.8028, -0.4649, 0.2923, -0.1394, -0.6500, 0.2848, -0.4198, -0.4885, 0.2846, -0.0877, 0.3423, 0.3532, 0.3300, 0.4371, 0.2857]}

| no. | total energy (eV) |
| --- | --- |
| 1 | -61544.609 |
| 2 | -24699.945 |
| 3 | -34580.287 |